1.
C4H10N2O2 | wB97M-V/def2-TZVPD

For the HOMO energy, the calculation gives -9.294 eV. The calculation puts the total energy at -11385.30913 eV. The calculation puts the LUMO energy at 0.8 eV. Its multiplicity is 1. The calculation puts the energy above the lowest of the compared OMol25 structures with the same formula, charge and spin at 36.8 kcal/mol. Its structure (SMILES) is NCCNCC(=O)O.

Last column: Mulliken charge in e.
Geometry (Å):
1 N -1.815 1.090 -1.861  -0.67
2 C -1.694 0.812 -0.404  -0.41
3 C -0.638 -0.256 -0.165  -0.57
4 N -0.073 -0.070 1.163  -0.41
5 C 1.068 -0.958 1.452  -0.56
6 C 2.180 -0.795 0.457  0.60
7 O 2.557 -1.649 -0.298  -0.54
8 O 2.675 0.469 0.393  -0.45
9 H -2.562 1.778 -1.957  0.25
10 H -2.227 0.240 -2.242  0.23
11 H -2.659 0.538 0.020  0.26
12 H -1.372 1.727 0.089  0.36
13 H -1.088 -1.241 -0.260  0.26
14 H 0.126 -0.259 -0.953  0.36
15 H 0.303 0.859 1.235  0.31
16 H 0.686 -1.972 1.297  0.29
17 H 1.379 -0.828 2.490  0.35
18 H 3.153 0.516 -0.457  0.33

2.
C19H25N3SSiTi | wB97M-V/def2-TZVPD

For the HOMO energy (spin up / spin down), the calculation gives -5.604 / -6.289 eV. The calculation puts the total energy at -66404.13469 eV. The calculation puts the LUMO energy (spin up / spin down) at -0.4 / -0.4 eV. Its multiplicity is 3. As for the expectation value of S²: 2.0124.

Last column: Mulliken charge in e.
Geometry (Å):
1 C 0.695 1.765 3.537  -0.55
2 C 1.204 2.502 2.413  -0.32
3 C 0.116 2.708 1.502  -0.91
4 H 2.223 2.880 2.298  0.42
5 C -1.068 2.097 2.049  -0.29
6 C -0.725 1.563 3.338  -0.72
7 H -1.439 1.198 4.078  0.58
8 H 1.227 1.584 4.477  0.54
9 H 0.157 3.225 0.543  0.53
10 H -2.062 2.109 1.599  0.56
11 Ti 0.367 0.460 1.676  -0.16
12 C -2.057 -3.362 -0.450  -0.85
13 H -1.718 -2.993 -1.431  0.19
14 H -3.154 -3.266 -0.417  0.28
15 H -1.582 -2.810 0.361  0.01
16 Si 0.336 0.117 -0.718  1.26
17 C 1.655 -0.381 -1.926  -0.02
18 C 2.647 0.508 -2.381  -0.13
19 H 2.766 1.490 -1.926  0.35
20 C 3.481 0.128 -3.440  -0.50
21 H 4.241 0.819 -3.809  0.36
22 C 3.342 -1.120 -4.056  -0.49
23 H 3.967 -1.400 -4.913  0.35
24 C 2.393 -2.018 -3.562  -0.45
25 H 2.283 -3.001 -4.019  0.36
26 C 1.565 -1.662 -2.493  -0.59
27 H 0.833 -2.371 -2.104  0.32
28 C -0.976 0.778 -1.864  0.26
29 C -0.710 1.024 -3.224  -0.31
30 H 0.319 0.941 -3.581  0.28
31 C -1.741 1.385 -4.098  -0.57
32 H -1.521 1.527 -5.151  0.38
33 C -3.039 1.582 -3.614  -0.46
34 H -3.850 1.824 -4.300  0.36
35 C -3.268 1.492 -2.233  -0.50
36 H -4.251 1.738 -1.843  0.38
37 C -2.241 1.124 -1.357  -0.31
38 H -2.382 1.114 -0.270  0.06
39 H 0.822 1.350 -0.002  -0.25
40 H -1.811 -4.419 -0.418  0.34
41 N 1.623 -0.723 3.052  -0.46
42 N 0.897 -0.864 4.284  -0.19
43 C -0.399 -1.239 4.139  0.32
44 N -1.064 -1.573 5.262  -0.40
45 S -1.186 -1.124 2.603  -0.34
46 H 1.777 -1.665 2.663  0.28
47 H 2.564 -0.375 3.273  0.30
48 H 1.428 -1.311 5.045  0.27
49 H -2.053 -1.799 5.228  0.25
50 H -0.632 -1.556 6.180  0.18

3.
C24H17BaBrN5O | wB97M-V/def2-TZVPD

For the HOMO energy, the calculation gives -9.424 eV. The calculation puts the total energy at -105393.82996 eV. The calculation puts the LUMO energy at -3.2 eV. Its multiplicity is 1. The calculation puts the energy above the lowest of the compared OMol25 structures with the same formula, charge and spin at 3.9 kcal/mol. The charge is +1.

Last column: Mulliken charge in e.
Geometry (Å):
1 Ba 0.365 1.904 -0.443  1.72
2 Br 2.544 -5.454 -5.963  -0.17
3 C 1.451 -5.614 -4.416  0.07
4 C 1.629 -6.682 -3.548  -0.37
5 C 0.869 -6.765 -2.399  -0.38
6 C -0.027 -5.739 -2.084  0.11
7 C -0.235 -4.701 -3.001  0.04
8 C 0.496 -4.640 -4.164  -0.57
9 N -0.812 -5.828 -0.948  -0.60
10 N -1.103 -4.874 -0.231  -0.29
11 C -0.483 -3.647 -0.207  -0.15
12 C 0.906 -3.508 -0.195  -0.22
13 C 1.516 -2.284 0.001  -0.83
14 C 0.786 -1.093 0.128  0.74
15 O 1.341 0.052 0.315  -1.13
16 C -0.650 -1.208 0.031  0.39
17 N -1.368 -0.066 -0.014  -0.51
18 C -2.683 -0.127 -0.050  -0.49
19 C -3.388 -1.331 0.007  -0.62
20 C -2.687 -2.511 -0.016  -0.57
21 C -1.281 -2.480 -0.044  0.83
22 H 2.354 -7.446 -3.780  0.42
23 H 0.999 -7.587 -1.713  0.44
24 H -0.988 -3.955 -2.790  0.40
25 H 0.328 -3.840 -4.868  0.41
26 H 1.519 -4.392 -0.289  0.45
27 H 2.593 -2.223 0.068  0.43
28 H -3.212 0.819 -0.125  0.41
29 H -4.465 -1.322 0.045  0.41
30 H -3.194 -3.462 -0.010  0.52
31 N 0.185 2.497 2.292  -0.38
32 C 0.360 3.853 2.709  0.50
33 C 0.594 4.168 4.027  -0.35
34 C 0.738 5.496 4.454  -0.71
35 C 0.644 6.521 3.554  -0.94
36 C 0.431 6.245 2.188  1.00
37 C 0.358 7.266 1.217  -0.45
38 C 0.181 6.930 -0.097  -0.80
39 C 0.081 5.572 -0.437  -0.11
40 N 0.127 4.594 0.437  -0.27
41 C 0.294 4.896 1.745  -0.42
42 H 0.807 1.883 2.817  0.31
43 H -0.767 2.190 2.492  0.27
44 H 0.658 3.375 4.760  0.41
45 H 0.910 5.702 5.498  0.40
46 H 0.739 7.551 3.867  0.41
47 H 0.456 8.296 1.525  0.44
48 H 0.132 7.679 -0.871  0.38
49 H -0.047 5.289 -1.473  0.36

- Among the records above, which one has the highest multiplicity?
  C19H25N3SSiTi